[1]
This record from the Open Molecules 2025 dataset describes a 2-piece molecular cluster, C3H5IO overall at a distorted geometry. The level of theory is ωB97M-V/def2-TZVPD.

```
! wB97M-V def2-TZVPD RIJCOSX def2/J DEFGRID3
* xyz 0 1
C 0.97046 -2.10911 0.22438
C -0.14558 0.74668 0.26068
C -0.14545 -0.28607 -0.78001
O 0.66725 -2.50891 1.29810
I 0.99653 0.24851 -2.52874
H 1.54212 -2.49840 -0.52319
H 0.80804 1.27280 0.45961
H -0.74182 1.58357 0.17089
H -0.42047 0.25443 1.21036
H -1.00085 -0.90200 -0.87234
*
```

Computed properties:
ΔE to the lowest compared entry with this formula, charge and spin = 2.709 eV
E_HOMO (alpha / beta) = -0.2970 / -0.2970 hartree

=====

[2]
This record from the Open Molecules 2025 dataset describes C18H45BF4N3Na4O6 as an isolated structure at a distorted geometry. The level of theory is ωB97M-V/def2-TZVPD.

```
! wB97M-V def2-TZVPD RIJCOSX def2/J DEFGRID3
* xyz 3 1
Na 0.45731 2.16690 -2.51914
Na 1.61033 0.26251 3.17524
Na -0.36589 -1.42973 0.07757
Na 3.49452 -0.77134 -0.14896
B 0.86796 1.73536 0.37009
F 1.47865 2.03122 1.60610
F 1.83617 1.19910 -0.50683
F -0.21122 0.81103 0.44207
F 0.38713 2.93919 -0.12529
C -3.01025 -2.67278 8.27281
O -3.22063 -3.23727 6.98535
C -2.10353 -3.94536 6.50273
C -1.10769 -2.97935 5.88348
N -1.71927 -2.53057 4.61303
C -1.63467 -1.07761 4.40159
C -2.24172 -0.57821 3.10355
O -3.51989 -1.17417 2.96773
C -4.18334 -0.74192 1.80600
H -2.24575 -1.89129 8.22876
H -2.71618 -3.44177 8.99206
H -3.96711 -2.25452 8.57429
H -2.35783 -4.65977 5.71375
H -1.70238 -4.60691 7.27691
H -0.12495 -3.36819 5.61822
H -0.95952 -2.16048 6.59654
H -2.69176 -2.78504 4.50942
H -0.68732 -0.53526 4.54062
H -2.27578 -0.73622 5.22444
H -1.60460 -0.68678 2.20940
H -2.51673 0.47956 3.20454
H -5.12071 -1.27499 1.64966
H -3.60662 -0.98313 0.89924
H -4.44266 0.31920 1.85517
C -2.96605 -1.04996 -4.18511
O -3.64961 -0.16826 -3.30236
C -3.51910 1.19365 -3.69994
C -3.79611 2.09874 -2.56085
N -2.61958 2.12849 -1.66198
C -2.95229 2.74043 -0.35876
C -3.41937 4.18551 -0.47646
O -4.77900 4.31127 -0.86666
C -5.78218 3.68386 -0.10290
H -3.13435 -2.09472 -3.91531
H -1.88090 -0.91527 -4.18531
H -3.48187 -0.95204 -5.14311
H -4.23241 1.32242 -4.52580
H -2.54826 1.43698 -4.16366
H -4.61713 1.62086 -2.00439
H -4.25162 3.03168 -2.88512
H -2.43912 1.14091 -1.50166
H -2.00946 2.85895 0.18917
H -3.55828 2.09409 0.27760
H -2.84128 4.73260 -1.21644
H -3.34203 4.71572 0.47540
H -5.50281 2.63127 0.05794
H -6.72155 3.68761 -0.64343
H -5.86984 4.10184 0.90358
C 4.97407 3.21228 -5.53273
O 4.72730 2.73551 -4.22258
C 5.12040 1.42400 -3.97917
C 5.07325 1.13627 -2.48818
N 5.03216 -0.33087 -2.24627
C 6.34254 -0.98447 -2.27564
C 6.26291 -2.47744 -1.97831
O 7.45059 -3.01990 -2.43147
C 7.49801 -4.42844 -2.36028
H 5.39328 4.21236 -5.52844
H 4.08496 3.20530 -6.17478
H 5.61067 2.53151 -6.10832
H 6.11037 1.16586 -4.37807
H 4.45897 0.71845 -4.51235
H 4.10425 1.53623 -2.16082
H 5.84071 1.62006 -1.89026
H 4.34973 -0.70097 -2.89647
H 6.99580 -0.51455 -1.54076
H 6.81808 -0.82779 -3.24593
H 5.35644 -2.95205 -2.39726
H 6.03228 -2.66957 -0.91205
H 7.41972 -4.85102 -1.35974
H 8.35658 -4.83341 -2.89442
H 6.70702 -4.86537 -2.99025
*
```

Computed properties:
E_HOMO = -0.5635 hartree

=====

[3]
This record from the Open Molecules 2025 dataset describes C10H28BO7V as an isolated structure at a distorted geometry. The level of theory is ωB97M-V/def2-TZVPD.

```
! wB97M-V def2-TZVPD RIJCOSX def2/J DEFGRID3
* xyz -1 2
O 2.18849 -1.15218 -2.82284
V 2.72580 -1.29503 -1.33554
C 5.42631 -0.88892 -1.61680
O 4.49971 -0.03306 -1.37176
O 6.45231 -1.10190 -0.91932
O 4.90508 -2.04290 -1.99258
B 0.86156 -0.12512 -0.50826
H 0.05665 0.70651 -0.28228
H 0.52034 -0.90854 -1.27722
H 1.76148 0.44467 -0.93834
H 1.08809 -0.68485 0.52400
C 2.58316 4.08350 1.67039
C 3.00989 2.63465 1.91382
C 2.00852 1.83596 2.75026
O 3.12964 2.03958 0.61139
H 1.65239 4.09123 1.10312
H 3.37434 4.54776 1.08354
H 2.41890 4.63720 2.59880
H 3.99646 2.62192 2.38179
H 2.23123 2.11110 3.79026
H 2.17896 0.76146 2.71254
H 0.96631 2.11015 2.59394
H 2.38633 1.43303 0.52670
C -3.67688 0.99777 -1.35844
C -3.13130 -0.08256 -2.29159
C -3.65580 -0.13235 -3.70605
O -1.71472 0.05117 -2.39534
H -4.73767 0.78442 -1.17379
H -3.53561 1.97170 -1.81842
H -3.27947 0.82673 -0.35588
H -3.31286 -1.07667 -1.85247
H -3.39488 0.77864 -4.24977
H -4.71237 -0.37201 -3.81916
H -3.10281 -0.93371 -4.20299
H -1.36075 0.21971 -1.51431
C -0.64442 -3.00985 1.86961
C -1.67537 -2.19104 1.11602
C -3.10977 -2.56237 1.49083
O -1.46145 -0.79441 1.47340
H -0.70460 -4.04647 1.51748
H -0.77957 -2.91612 2.94486
H 0.38254 -2.71939 1.64248
H -1.60095 -2.22706 0.02712
H -3.40536 -3.30663 0.74880
H -3.72007 -1.66475 1.37312
H -3.30441 -2.90118 2.50769
H -0.78342 -0.51977 0.83120
*
```

Computed properties:
E_HOMO (alpha / beta) = -0.1729 / -0.1903 hartree

=====

[4]
This record from the Open Molecules 2025 dataset describes C15H33BrF6NO2PdSbSi as an isolated structure at a distorted geometry. The level of theory is ωB97M-V/def2-TZVPD.

```
! wB97M-V def2-TZVPD RIJCOSX def2/J DEFGRID3
* xyz 1 2
Pd 0.66317 -0.18960 -0.79796
N 2.73125 -0.21034 0.24920
C 3.34901 1.13480 0.44340
C 2.26593 2.09700 0.91783
C 1.14636 1.84217 -0.03638
O 1.40772 1.77107 -1.29691
O 0.00423 1.52787 0.38955
H 2.46625 -0.62044 1.14251
H 3.35804 -0.84951 -0.23006
H 3.72710 1.46376 -0.52040
H 4.17329 1.09259 1.15501
H 2.59662 3.13476 0.88616
H 1.92154 1.86196 1.92330
C 0.33647 -2.22506 -4.48288
C 0.25266 -1.00098 -5.41172
C 1.61954 -0.30077 -5.32998
C 0.04134 -1.46273 -6.86413
Si -1.15587 0.19088 -4.92037
Br -1.17928 0.32208 -2.48819
C -2.95461 -0.49753 -5.15155
C -2.93192 -2.00462 -4.85968
C -3.95892 0.14682 -4.17937
C -3.35594 -0.23991 -6.60697
C -0.93724 2.03559 -5.41542
C -2.15590 2.86098 -4.98719
C -0.75072 2.10995 -6.93771
C 0.29559 2.63101 -4.71165
H 1.18251 -2.84102 -4.80025
H -0.54994 -2.85062 -4.51066
H 0.51616 -1.93398 -3.44848
H 2.39521 -1.03585 -5.56195
H 1.82187 0.08932 -4.32934
H 1.71342 0.50514 -6.05628
H 0.88879 -2.08537 -7.16218
H -0.01208 -0.62118 -7.55794
H -0.86197 -2.06014 -6.98350
H -2.52991 -2.22386 -3.86932
H -2.38118 -2.56930 -5.60940
H -3.96321 -2.37283 -4.87019
H -3.88530 -0.30160 -3.18675
H -4.97122 -0.03227 -4.55266
H -3.84141 1.22112 -4.07127
H -2.61324 -0.59723 -7.32319
H -3.54581 0.81634 -6.79895
H -4.28651 -0.77965 -6.80860
H -3.05872 2.58365 -5.53040
H -1.95815 3.91453 -5.20649
H -2.34160 2.78622 -3.91367
H -1.57740 1.65518 -7.48456
H 0.17826 1.63726 -7.26060
H -0.70140 3.16146 -7.23587
H 0.21377 2.58272 -3.62452
H 0.37176 3.68762 -4.98789
H 1.22436 2.15662 -5.00993
F 0.71332 -1.89231 1.05091
Sb 0.19353 -3.29802 -0.16437
F -1.10703 -1.98446 -0.64690
F 1.34324 -2.18952 -1.42336
F -0.30565 -4.25844 -1.67049
F 1.72763 -4.21701 0.32318
F -0.92982 -4.07280 1.08088
*
```

Computed properties:
ΔE to the lowest compared entry with this formula, charge and spin = 0.000 eV
E_HOMO (alpha / beta) = -0.4622 / -0.4632 hartree

=====

[5]
This record from the Open Molecules 2025 dataset describes C44H38Cl3N7O4PS2Y as an isolated structure. The level of theory is ωB97M-V/def2-TZVPD.

```
! wB97M-V def2-TZVPD RIJCOSX def2/J DEFGRID3
* xyz -2 1
Y -0.17904 0.41619 -1.17639
N -1.48524 4.88592 0.65116
C -0.85639 3.68728 0.30092
S -1.70509 2.23537 0.67349
N 0.29738 3.83098 -0.27344
N 0.99327 2.63289 -0.47559
C 2.23233 2.87537 -0.71268
C 3.32017 1.91785 -0.71247
C 4.61142 2.38433 -0.97491
C 5.72946 1.59942 -0.77341
C 5.55034 0.31694 -0.24460
C 4.29387 -0.17392 0.03125
C 3.12029 0.58413 -0.24636
O 1.95111 0.08701 -0.05845
H -2.48942 4.80428 0.63749
H -1.13956 5.66594 0.10688
H 2.51866 3.92487 -0.80732
H 4.72153 3.40062 -1.34121
H 6.71979 1.97169 -1.00314
H 6.41624 -0.30827 -0.04650
H 4.15716 -1.16406 0.45118
O -1.54610 -1.14128 -2.57750
C -2.38956 -1.96081 -2.13417
C -2.25431 -3.37796 -2.35020
C -3.15953 -4.27382 -1.86091
C -4.28683 -3.86579 -1.10919
C -4.47967 -2.52699 -0.90253
C -3.58090 -1.56287 -1.40705
C -3.87059 -0.19443 -1.24630
N -3.09326 0.70809 -1.77192
N -3.49538 1.91036 -2.04733
C -2.37015 2.68303 -2.30158
O -1.23273 2.24313 -2.44775
C -2.62788 4.14575 -2.43796
C -3.86257 4.70774 -2.12777
C -4.03157 6.08259 -2.19498
C -2.97150 6.89567 -2.57533
C -1.74108 6.33479 -2.89122
C -1.56590 4.96156 -2.81786
H -1.40676 -3.69691 -2.94206
H -3.01326 -5.33145 -2.05953
H -4.98400 -4.59804 -0.72244
H -5.34449 -2.17748 -0.34578
H -4.74363 0.13493 -0.67723
H -4.67205 4.05738 -1.82592
H -4.99055 6.52130 -1.94595
H -3.10537 7.97048 -2.62468
H -0.91170 6.96768 -3.18209
H -0.60852 4.50123 -3.02238
Cl 4.11429 2.62757 -4.77878
C 3.25976 1.13117 -4.78205
Cl 4.23012 -0.29253 -4.77866
Cl 2.32921 1.12797 -7.22762
C 2.12761 1.08783 -3.95221
N 1.22232 1.04259 -3.23816
N -0.67767 -1.07165 0.41732
P -0.26610 -1.24006 1.88027
C -1.36500 -2.43557 2.75417
C -2.40823 -2.97294 2.01268
C -3.26085 -3.91603 2.57547
C -3.07820 -4.32102 3.88945
C -2.03354 -3.78799 4.63863
C -1.18022 -2.85518 4.06989
C 1.33272 -2.09490 2.27779
C 2.39497 -1.56112 2.99714
C 3.53866 -2.31290 3.25089
C 3.63415 -3.61805 2.79809
C 2.57073 -4.17338 2.09332
C 1.43843 -3.41764 1.84455
C -0.25026 0.22478 2.97221
C 0.66442 1.24448 2.69633
C 0.62534 2.43763 3.39717
C -0.33729 2.63668 4.37835
C -1.25756 1.63826 4.65029
C -1.21652 0.44056 3.94720
H -2.52350 -2.64366 0.98483
H -4.06319 -4.33029 1.97563
H -3.74265 -5.05486 4.33197
H -1.88295 -4.10516 5.66438
H -0.35647 -2.45326 4.65171
H 2.35043 -0.54401 3.35946
H 4.35908 -1.86250 3.79762
H 4.52588 -4.20279 2.99312
H 2.62458 -5.19822 1.74178
H 0.60963 -3.86179 1.30114
H 1.36259 1.12397 1.87707
H 1.31807 3.22949 3.13898
H -0.38857 3.58269 4.90492
H -2.03039 1.79793 5.39358
H -1.96224 -0.31853 4.15001
C 1.06716 -4.07006 -1.58927
S 1.80368 -2.47446 -1.23712
C 3.38383 -2.77880 -2.03070
O 1.12162 -1.51150 -2.16511
H 0.99663 -4.20416 -2.67006
H 0.07305 -4.06613 -1.14465
H 1.68048 -4.85177 -1.13564
H 3.94293 -3.50971 -1.44163
H 3.91611 -1.83031 -2.03844
H 3.22457 -3.12340 -3.05361
*
```

Computed properties:
ΔE to the lowest compared entry with this formula, charge and spin = 1.284 eV
E_HOMO (alpha / beta) = -0.0850 / -0.0867 hartree

=====

[6]
This record from the Open Molecules 2025 dataset describes C25H20MnN7O2S as an isolated structure at a distorted geometry. The level of theory is ωB97M-V/def2-TZVPD.

```
! wB97M-V def2-TZVPD RIJCOSX def2/J DEFGRID3
* xyz 2 5
Mn 0.18531 -0.34935 -1.66579
C 1.16757 -3.55432 1.12676
C -0.01426 -3.62626 1.85230
C -1.10820 -2.89876 1.41262
C -0.99534 -2.11562 0.26655
N 0.16190 -2.05611 -0.44240
C 1.20596 -2.77045 -0.01411
C -2.07215 -1.29285 -0.29157
C -3.40004 -1.27596 0.12438
C -4.30082 -0.45188 -0.53652
C -3.86084 0.34786 -1.58039
C -2.52118 0.29393 -1.95324
N -1.65253 -0.52131 -1.31898
C -1.88517 1.03988 -3.03728
C -2.53559 1.97154 -3.83974
C -1.83929 2.59149 -4.86499
C -0.50368 2.26134 -5.05536
C 0.08666 1.33079 -4.21419
N -0.57294 0.72519 -3.22028
H 2.04728 -4.09519 1.43656
H -0.08003 -4.24064 2.73737
H -2.04094 -2.93699 1.95109
H 2.10665 -2.73013 -0.61443
H -3.72999 -1.89273 0.94531
H -5.33791 -0.43218 -0.23892
H -4.54757 1.00621 -2.08648
H -3.56957 2.21373 -3.65951
H -2.32556 3.31531 -5.50218
H 0.07754 2.72609 -5.83671
H 1.12510 1.05001 -4.35641
N 0.22825 -0.05653 6.05103
C 0.27849 0.43637 4.80244
C -0.86302 0.38729 3.97220
C -0.80365 0.89086 2.69471
C 0.37290 1.46223 2.23092
C 1.52058 1.49314 3.01253
C 1.47565 0.98647 4.29177
S 0.40687 2.01243 0.54909
O 1.22541 3.14814 0.31520
O -0.92369 1.94312 -0.01985
N 1.05938 0.67280 -0.19834
C 2.30344 0.45153 -0.62703
N 3.40274 0.81753 0.00745
C 4.55780 0.46097 -0.52181
C 4.63651 -0.27859 -1.70114
C 3.44270 -0.63087 -2.31281
N 2.26665 -0.28258 -1.79214
H -0.65163 -0.35736 6.43678
H 1.00975 0.04803 6.67768
H -1.77675 -0.03698 4.35962
H -1.65843 0.88775 2.03770
H 2.42127 1.92508 2.60542
H 2.35121 1.00483 4.92309
H 5.43802 0.75563 0.03618
H 5.58437 -0.56529 -2.12508
H 3.42480 -1.20861 -3.22908
*
```

Computed properties:
ΔE to the lowest compared entry with this formula, charge and spin = 0.207 eV
E_HOMO (alpha / beta) = -0.4657 / -0.4660 hartree

=====

[7]
This record from the Open Molecules 2025 dataset describes a 2-piece molecular cluster, C3H10NO2 overall at a distorted geometry. The level of theory is ωB97M-V/def2-TZVPD.

```
! wB97M-V def2-TZVPD RIJCOSX def2/J DEFGRID3
* xyz -1 1
C 0.54372 1.27627 0.22497
N 0.13960 0.47558 -0.78281
C -1.10464 -0.15334 -0.41441
C -0.98193 -1.28341 0.78598
O -1.46827 -0.65201 2.01057
H 0.32125 1.05223 1.27530
H 0.20350 2.45259 -0.11973
H 1.63768 1.18027 0.22516
H -1.88231 0.12621 1.83389
H -1.46201 -0.80494 -1.22652
H -1.91623 0.58439 0.00413
H 0.00890 -1.46389 1.00543
H -1.67980 -2.13084 0.62290
H 2.11484 -0.73813 -1.38045
H 2.82279 0.50572 -1.91770
O 2.70293 -0.42669 -2.14674
*
```

Computed properties:
ΔE to the lowest compared entry with this formula, charge and spin = 3.133 eV
E_HOMO = -0.0616 hartree

=====

[8]
This record from the Open Molecules 2025 dataset describes C4H8NO as an isolated structure at a distorted geometry. The level of theory is ωB97M-V/def2-TZVPD.

```
! wB97M-V def2-TZVPD RIJCOSX def2/J DEFGRID3
* xyz 1 1
C 0.25666 -1.51675 0.96449
C -0.54776 -2.47816 1.08067
C 0.26455 1.17819 -0.01214
C -1.00461 0.86348 -0.83329
N 1.31566 1.47052 -0.86043
O 0.72941 -0.46856 0.83808
H -0.27614 -3.56352 0.79450
H -0.74140 -2.31675 2.13645
H 0.30867 1.68616 0.88496
H -0.92854 1.70059 -1.51143
H -1.89797 0.79512 -0.12476
H -1.08408 0.02688 -1.40371
H 1.48110 0.86028 -1.64215
H 2.12445 1.76251 -0.31124
*
```

Computed properties:
ΔE to the lowest compared entry with this formula, charge and spin = 2.800 eV
E_HOMO = -0.5342 hartree